[1]
Formula: C45H67Br3F20N2O16PS
Source: the Open Molecules 2025 dataset
Level of theory: ωB97M-V with the def2-TZVPD basis set

LUMO   0.0678 hartree
Total charge   -1
E_tot   -368094.1815 eV
Frontier orbital gap   0.264 Ha
Max |F|   2.545 eV/A

XYZ file:
```
155
Properties=species:S:1:pos:R:3:lowdin_charge:R:1
C 4.88 0.34 -1.98 0.003
C 4.00 1.31 -1.70 -0.157
C 2.48 1.00 -1.47 -0.379
C 2.04 0.30 -2.82 -0.010
C 0.75 0.63 -3.53 -0.431
O 0.51 1.67 -4.04 0.105
F -0.15 -0.38 -3.75 0.052
O 2.62 0.18 -0.36 -0.213
P 2.01 0.81 1.25 0.752
C 3.68 1.70 1.65 -0.252
C 5.04 1.04 1.34 -0.246
C 6.07 2.01 0.74 -0.270
N 7.29 2.08 1.60 -0.021
C 2.46 -0.75 2.29 -0.514
S 3.51 -0.52 3.75 0.849
C 4.65 -1.92 3.70 -0.554
C 5.71 -1.76 4.78 -0.184
C 1.24 1.77 2.72 -0.289
C -0.25 1.91 3.02 -0.717
C -1.25 2.29 1.93 -0.131
Br -0.97 0.44 4.14 0.716
C 0.41 -0.12 0.79 -0.198
C 0.55 -1.50 0.19 -0.398
O 0.12 -1.54 -1.18 -0.052
C -0.36 -2.50 0.95 -0.221
N -1.78 -2.20 0.69 0.025
O 1.59 2.31 0.26 -0.204
C 1.71 2.30 -1.05 -0.495
F 0.34 2.25 -1.53 0.000
C 2.18 3.64 -1.64 -0.566
Br 2.94 3.65 -3.38 0.839
C 2.03 4.79 -1.00 -0.723
C 1.39 4.98 0.35 -0.122
Br 2.60 6.43 -1.76 0.701
H 5.83 0.25 -1.46 0.040
H 4.69 -0.40 -2.75 0.059
H 4.36 2.33 -1.63 0.067
H 2.79 0.50 -3.58 0.112
H 2.09 -0.77 -2.63 0.114
H 3.70 1.97 2.70 0.056
H 3.66 2.64 1.10 0.067
H 4.95 0.11 0.76 0.087
H 5.48 0.74 2.29 0.066
H 6.38 1.69 -0.26 0.072
H 5.67 3.02 0.69 0.103
H 7.96 1.39 1.26 0.052
H 7.76 2.96 1.41 0.047
H 1.55 -1.23 2.64 0.003
H 3.01 -1.42 1.63 0.051
H 5.12 -1.97 2.71 0.072
H 4.10 -2.84 3.88 0.047
H 6.38 -0.92 4.57 0.064
H 5.26 -1.62 5.76 0.061
H 6.32 -2.67 4.82 0.066
H 1.72 1.49 3.66 0.049
H 1.58 2.80 2.56 0.076
H -0.32 2.73 3.74 0.055
H -0.82 3.01 1.25 0.062
H -2.12 2.74 2.41 0.070
H -1.63 1.42 1.39 0.061
H -0.15 0.51 0.09 0.088
H -0.26 -0.22 1.65 0.017
H 1.54 -1.95 0.21 0.119
H 0.71 -2.14 -1.64 0.073
H -0.19 -2.38 2.02 0.083
H -0.13 -3.51 0.60 0.109
H -2.24 -2.97 0.23 0.050
H -2.27 -1.99 1.55 0.054
H 0.48 4.41 0.45 0.066
H 1.18 6.03 0.55 0.054
H 2.07 4.63 1.13 0.082
C -3.18 1.20 10.46 -0.062
C -3.78 1.60 9.13 -0.201
O -2.90 2.46 8.39 0.028
C -1.94 1.84 7.70 -0.403
O -1.75 0.67 7.64 0.150
C -1.11 2.89 6.93 -0.566
F -0.83 3.94 7.71 0.158
F -1.81 3.35 5.88 0.152
F 0.02 2.37 6.50 0.155
H -2.90 2.08 11.03 0.082
H -3.90 0.61 11.03 0.080
H -2.28 0.60 10.31 0.077
H -4.69 2.18 9.28 0.123
H -4.04 0.73 8.53 0.125
C 4.65 8.10 -4.90 -0.060
C 3.67 9.24 -5.08 -0.186
O 4.18 10.47 -4.51 0.037
C 5.01 11.16 -5.26 -0.410
O 5.39 10.89 -6.36 0.167
C 5.42 12.45 -4.53 -0.550
F 5.71 12.22 -3.24 0.168
F 4.42 13.34 -4.57 0.163
F 6.49 13.00 -5.10 0.170
H 4.90 7.98 -3.84 0.074
H 4.21 7.17 -5.26 0.085
H 5.57 8.29 -5.44 0.079
H 2.74 9.04 -4.54 0.123
H 3.42 9.40 -6.13 0.125
C -1.86 0.74 -6.14 -0.052
C -3.34 0.92 -5.89 -0.174
O -4.04 1.38 -7.08 0.038
C -4.38 0.46 -7.95 -0.416
O -4.19 -0.72 -7.89 0.161
C -5.14 1.11 -9.13 -0.548
F -4.55 2.24 -9.54 0.165
F -6.39 1.42 -8.75 0.161
F -5.21 0.28 -10.16 0.167
H -1.42 1.67 -6.52 0.089
H -1.36 0.47 -5.22 0.050
H -1.69 -0.04 -6.88 0.081
H -3.51 1.69 -5.15 0.129
H -3.81 0.00 -5.54 0.124
C 0.61 -3.85 8.54 -0.057
C -0.26 -4.62 7.57 -0.197
O 0.03 -4.24 6.21 0.037
C 1.06 -4.84 5.64 -0.397
O 1.78 -5.67 6.13 0.165
C 1.21 -4.34 4.19 -0.547
F 1.06 -3.02 4.13 0.160
F 0.28 -4.91 3.41 0.163
F 2.40 -4.66 3.70 0.169
H 0.50 -2.78 8.37 0.085
H 0.33 -4.08 9.56 0.080
H 1.66 -4.10 8.40 0.079
H -1.31 -4.37 7.71 0.124
H -0.14 -5.69 7.69 0.123
C -1.82 -4.32 -5.35 -0.054
C -1.40 -4.17 -3.91 -0.184
O -2.33 -4.84 -3.02 0.041
C -2.17 -6.13 -2.87 -0.409
O -1.35 -6.84 -3.38 0.171
C -3.21 -6.67 -1.86 -0.537
F -4.43 -6.16 -2.10 0.138
F -2.86 -6.34 -0.62 0.175
F -3.31 -7.99 -1.93 0.170
H -2.84 -3.95 -5.49 0.084
H -1.15 -3.74 -6.00 0.084
H -1.80 -5.36 -5.67 0.077
H -1.40 -3.13 -3.61 0.123
H -0.39 -4.56 -3.75 0.126
C -6.90 -7.74 -2.86 -0.051
C -7.69 -6.47 -3.06 -0.184
O -9.01 -6.74 -3.58 0.036
C -9.93 -7.09 -2.69 -0.409
O -9.79 -7.20 -1.51 0.171
C -11.28 -7.30 -3.40 -0.550
F -11.14 -8.00 -4.53 0.165
F -11.82 -6.11 -3.71 0.165
F -12.13 -7.95 -2.61 0.171
H -6.86 -8.32 -3.79 0.089
H -5.89 -7.51 -2.55 0.047
H -7.36 -8.37 -2.10 0.085
H -7.22 -5.83 -3.81 0.128
H -7.77 -5.89 -2.14 0.128
```

***

[2]
Formula: C39H37As2ClIN5NaO4S2
Source: the Open Molecules 2025 dataset
Level of theory: ωB97M-V with the def2-TZVPD basis set

ΔE to the lowest compared entry with this formula, charge and spin   65.5 kcal/mol
LUMO   0.0764 hartree
Total charge   -1
E_tot   -225070.7557 eV
Frontier orbital gap   0.260 Ha
Max |F|   3.337 eV/A

XYZ file:
```
92
Properties=species:S:1:pos:R:3:lowdin_charge:R:1
Na 3.31 -0.39 -0.30 0.217
C -1.73 0.78 0.83 -0.470
C -1.69 -0.72 0.51 -0.382
As -0.08 -1.28 -0.71 1.371
C -1.03 -2.20 -2.17 -0.377
C -0.17 -2.46 -3.27 -0.108
C -0.53 -3.20 -4.40 -0.081
C -1.83 -3.53 -4.53 -0.136
C -2.76 -3.24 -3.57 -0.104
C -2.38 -2.58 -2.39 -0.096
C 0.29 -3.13 0.20 -0.455
C 1.52 -3.70 -0.60 -0.744
C 1.37 -5.21 -0.70 -0.141
C 0.22 -5.87 -0.66 -0.104
C -1.02 -5.22 -0.22 -0.095
C -1.04 -3.95 0.18 -0.109
As -0.89 1.95 -0.57 1.308
C -2.00 1.32 -2.12 -0.410
C -3.34 1.17 -2.11 -0.140
C -4.02 0.79 -3.29 -0.080
C -3.40 0.70 -4.54 -0.073
C -2.02 0.82 -4.53 -0.091
C -1.33 1.01 -3.35 -0.102
C -2.10 3.52 -0.31 -0.402
C -2.38 4.15 -1.53 -0.145
C -3.26 5.19 -1.52 -0.106
C -4.04 5.47 -0.40 -0.101
C -3.79 4.83 0.79 -0.089
C -2.72 3.90 0.86 -0.102
H -1.17 0.97 1.77 0.019
H -2.71 1.19 1.08 0.046
H -2.58 -0.89 -0.09 0.028
H -1.68 -1.43 1.35 0.051
H 0.88 -2.11 -3.13 0.071
H 0.05 -3.28 -5.24 0.081
H -2.12 -4.00 -5.53 0.121
H -3.82 -3.38 -3.82 0.098
H -3.18 -2.31 -1.70 0.089
H 1.52 -3.38 -1.62 0.043
H 2.30 -5.75 -0.91 0.094
H 0.27 -6.94 -0.85 0.094
H -1.92 -5.85 -0.24 0.103
H -1.94 -3.58 0.64 0.096
H -3.92 1.34 -1.25 0.090
H -5.09 0.70 -3.15 0.092
H -3.90 0.62 -5.47 0.083
H -1.46 0.70 -5.41 0.090
H -0.22 0.96 -3.37 0.077
H -1.71 4.01 -2.46 0.144
H -3.39 5.71 -2.43 0.085
H -4.78 6.28 -0.46 0.101
H -4.34 4.97 1.66 0.076
H -2.49 3.36 1.76 0.078
Cl 4.78 3.55 6.61 0.633
C 4.22 2.80 5.13 -0.641
C 5.10 2.07 4.40 -0.175
C 4.65 1.36 3.20 -0.646
I 6.04 0.22 2.14 0.911
C 3.35 1.52 2.66 -0.464
O 2.90 1.04 1.60 -0.139
C 2.42 2.17 3.65 -0.112
N 1.11 1.97 3.35 0.089
C 0.16 2.57 4.01 -0.140
C 0.46 3.40 5.14 -0.038
C 1.79 3.55 5.52 -0.050
C 2.83 2.92 4.82 -0.178
H 6.11 1.92 4.75 0.078
H -0.78 2.29 3.67 0.069
H -0.24 4.00 5.70 0.094
H 1.97 3.98 6.47 0.082
C 1.31 -1.29 4.73 -0.003
C 1.04 -2.24 3.68 -0.350
N 0.95 -3.51 3.88 0.155
N 0.60 -3.99 2.60 0.116
C 0.63 -3.04 1.63 -0.238
S 3.10 -3.24 0.16 0.472
N 0.85 -1.89 2.37 -0.031
N 0.96 -0.65 1.86 0.094
H 1.35 -1.84 5.73 0.111
H 0.59 -0.50 4.82 0.070
H 2.33 -0.77 4.71 0.116
H 0.85 -4.98 2.40 0.181
H 0.57 0.07 2.51 0.089
H 1.95 -0.35 1.78 0.055
C 3.68 1.74 -4.76 -0.162
S 2.97 0.81 -3.40 0.377
O 4.00 0.76 -2.35 -0.399
O 2.61 -0.57 -3.82 -0.393
O 1.83 1.67 -3.09 -0.405
H 4.63 1.41 -5.17 0.056
H 3.66 2.76 -4.33 0.063
H 2.93 1.47 -5.50 0.047
```

***

[3]
Formula: C4H8N2
Source: the Open Molecules 2025 dataset
Level of theory: ωB97M-V with the def2-TZVPD basis set

ΔE to the lowest compared entry with this formula, charge and spin   73.1 kcal/mol
LUMO (alpha / beta)   0.0181 / 0.0181 hartree
E_tot   -7254.7047 eV
Frontier orbital gap (alpha / beta)   0.304 / 0.304 Ha
Max |F|   1.014 eV/A

XYZ file:
```
14
Properties=species:S:1:pos:R:3:lowdin_charge:R:1
C 1.57 -0.75 0.36 -0.038
N 0.66 0.10 0.81 -0.075
C -0.53 0.41 0.24 -0.410
C -1.25 -0.58 -0.63 -0.069
C -1.22 1.51 0.79 -0.220
N -1.79 2.43 1.23 0.128
H 1.28 -1.52 -0.34 0.062
H 2.55 -0.73 0.79 0.070
H 1.39 0.51 -1.31 0.070
H 0.97 0.76 1.51 0.167
H 0.73 0.90 -1.30 0.077
H -2.06 -0.08 -1.18 0.088
H -0.60 -1.05 -1.37 0.063
H -1.70 -1.37 -0.01 0.088
```

***

[4]
Formula: C2H4N2O2
Source: the Open Molecules 2025 dataset
Level of theory: ωB97M-V with the def2-TZVPD basis set

ΔE to the lowest compared entry with this formula, charge and spin   53.8 kcal/mol
LUMO   0.2715 hartree
Total charge   -2
E_tot   -9206.0970 eV
Frontier orbital gap   0.221 Ha
Max |F|   4.817 eV/A

XYZ file:
```
10
Properties=species:S:1:pos:R:3:lowdin_charge:R:1
C -0.94 0.14 0.36 -0.088
C 2.19 -0.06 0.09 -0.638
N -2.07 0.01 -0.07 -0.159
N -3.30 0.08 -0.10 -0.287
O -4.15 -0.76 -0.62 -0.402
O 3.40 0.02 0.43 -0.418
H -0.24 0.73 -0.17 -0.053
H 1.71 0.91 -0.30 0.010
H 1.41 -0.13 0.94 0.006
H 1.99 -0.94 -0.57 0.029
```

***

[5]
Formula: C37H65BrN5ORhSbSi4
Source: the Open Molecules 2025 dataset
Level of theory: ωB97M-V with the def2-TZVPD basis set

LUMO (alpha / beta)   -0.1211 / -0.1904 hartree
Total charge   +1
E_tot   -160014.7071 eV
Multiplicity   5
Frontier orbital gap (alpha / beta)   0.251 / 0.226 Ha
Max |F|   1.002 eV/A

XYZ file:
```
115
Properties=species:S:1:pos:R:3:lowdin_charge:R:1
Rh -0.83 -0.38 0.18 0.611
C -3.71 -0.87 -2.74 -0.268
Sb -2.66 -1.62 -1.05 1.519
C -1.55 1.14 -0.93 -0.318
C -0.80 1.45 -2.13 -0.419
C 0.48 0.93 -2.37 -0.100
C 1.18 1.31 -3.50 -0.070
C 0.58 2.20 -4.38 -0.045
C -0.69 2.68 -4.07 -0.116
N -1.36 2.33 -2.98 0.107
Si -3.00 2.23 -0.35 0.427
C -3.84 1.43 1.10 -0.191
C -2.21 3.84 0.13 -0.165
C -4.33 2.50 -1.65 -0.182
C -1.61 -3.41 -1.62 -0.574
C -0.32 -3.46 -0.82 -0.394
C 0.39 -4.66 -0.76 -0.051
C 1.54 -4.77 -0.01 -0.015
C 2.00 -3.66 0.69 -0.028
C 1.27 -2.50 0.58 -0.125
N 0.15 -2.38 -0.16 -0.007
Si -2.82 -4.78 -0.97 0.421
C -4.57 -4.28 -1.44 -0.191
C -2.48 -6.47 -1.69 -0.157
C -2.66 -4.79 0.87 -0.165
Si -1.21 -3.51 -3.50 0.447
C -2.75 -3.82 -4.49 -0.158
C -0.35 -1.92 -3.98 -0.163
C 0.02 -4.85 -3.89 -0.161
H -4.10 0.10 -2.46 -0.021
H -4.53 -1.55 -2.97 0.014
H -3.04 -0.78 -3.59 0.011
H 0.93 0.25 -1.66 0.077
H 2.17 0.92 -3.70 0.117
H 1.09 2.53 -5.28 0.108
H -1.19 3.38 -4.73 0.113
H -3.16 1.27 1.94 0.008
H -4.29 0.47 0.84 0.016
H -4.65 2.08 1.45 0.049
H -1.55 3.70 0.98 0.014
H -2.98 4.57 0.41 0.045
H -1.64 4.25 -0.70 0.038
H -5.16 1.80 -1.52 0.029
H -3.96 2.46 -2.67 0.017
H -4.74 3.51 -1.49 0.042
H 0.01 -5.52 -1.30 0.096
H 2.08 -5.71 0.03 0.125
H 2.88 -3.69 1.31 0.118
H 1.58 -1.61 1.11 0.038
H -4.69 -4.05 -2.50 0.020
H -4.93 -3.43 -0.86 0.018
H -5.24 -5.12 -1.21 0.050
H -2.16 -6.45 -2.73 0.014
H -3.40 -7.06 -1.65 0.048
H -1.73 -7.02 -1.11 0.042
H -2.75 -3.79 1.29 0.012
H -1.69 -5.18 1.20 0.046
H -3.43 -5.41 1.33 0.054
H -3.52 -3.06 -4.35 0.014
H -3.18 -4.80 -4.26 0.036
H -2.48 -3.83 -5.55 0.051
H -0.97 -1.03 -3.92 0.012
H 0.02 -1.99 -5.01 0.052
H 0.52 -1.77 -3.33 0.037
H -0.32 -5.86 -3.66 0.029
H 0.98 -4.69 -3.40 0.040
H 0.20 -4.81 -4.97 0.051
O -1.43 -1.39 1.98 -0.343
N -1.90 -0.59 2.90 -0.032
C -2.31 -1.19 3.97 -0.299
C -2.84 -0.36 5.02 -0.172
N -3.27 0.29 5.87 0.170
C -2.26 -2.62 4.15 -0.162
N -2.20 -3.76 4.26 0.185
C 2.59 1.83 4.74 -0.097
C 2.27 3.00 3.80 -0.630
C 0.79 3.35 4.00 -0.105
C 3.13 4.21 4.21 -0.076
Si 2.70 2.56 1.99 0.619
Br 0.91 1.06 1.47 0.607
C 4.23 1.45 1.74 -0.624
C 4.54 1.25 0.25 -0.096
C 4.07 0.04 2.34 -0.106
C 5.44 2.12 2.42 -0.076
C 2.52 3.98 0.73 -0.615
C 3.84 4.77 0.69 -0.077
C 1.40 4.95 1.12 -0.088
C 2.18 3.48 -0.68 -0.108
H 2.28 2.11 5.76 0.095
H 3.65 1.60 4.78 0.067
H 2.04 0.93 4.48 0.076
H 0.64 3.59 5.06 0.095
H 0.14 2.50 3.77 0.044
H 0.46 4.20 3.42 0.061
H 2.94 4.42 5.27 0.097
H 2.89 5.11 3.65 0.066
H 4.20 4.02 4.11 0.072
H 3.71 0.79 -0.28 0.071
H 5.40 0.59 0.16 0.093
H 4.80 2.18 -0.25 0.065
H 3.26 -0.51 1.85 0.024
H 3.87 0.03 3.41 0.064
H 5.00 -0.52 2.17 0.094
H 5.62 3.13 2.06 0.072
H 6.34 1.53 2.21 0.096
H 5.33 2.16 3.51 0.070
H 4.13 5.15 1.67 0.077
H 3.72 5.63 0.02 0.096
H 4.68 4.18 0.30 0.065
H 1.59 5.45 2.07 0.068
H 0.43 4.45 1.17 0.051
H 1.33 5.73 0.35 0.098
H 2.93 2.80 -1.09 0.061
H 2.11 4.34 -1.35 0.098
H 1.22 2.97 -0.69 0.037
```

***

[6]
Formula: C21H56O7
Source: the Open Molecules 2025 dataset
Level of theory: ωB97M-V with the def2-TZVPD basis set

SMILES   CC(C)O.CC(C)O.CC(C)O.CC(C)O.CC(C)O.CC(C)O.CC(C)O
ΔE to the lowest compared entry with this formula, charge and spin   51.9 kcal/mol
LUMO   0.0177 hartree
E_tot   -37016.0981 eV
Frontier orbital gap   0.365 Ha
Max |F|   2.809 eV/A

XYZ file:
```
84
Properties=species:S:1:pos:R:3:lowdin_charge:R:1
C 1.81 -4.45 -2.95 -0.057
C 2.76 -3.44 -2.31 -0.440
C 4.18 -3.46 -2.93 -0.044
O 2.18 -2.09 -2.37 -0.110
H 2.10 -5.47 -2.94 0.068
H 1.71 -4.14 -3.99 0.078
H 0.76 -4.42 -2.56 0.097
H 2.95 -3.59 -1.21 0.150
H 4.61 -4.44 -2.61 0.090
H 4.77 -2.63 -2.50 0.074
H 4.09 -3.45 -4.01 0.075
H 1.71 -1.99 -3.26 0.139
C -2.99 -4.70 1.95 -0.060
C -2.48 -3.53 2.81 -0.505
C -1.93 -2.39 1.94 -0.061
O -3.45 -3.05 3.71 -0.043
H -2.07 -5.09 1.49 0.083
H -3.67 -4.42 1.11 0.080
H -3.49 -5.40 2.61 0.075
H -1.66 -3.93 3.39 0.130
H -2.75 -2.20 1.24 0.058
H -1.07 -2.68 1.41 0.050
H -1.85 -1.46 2.56 0.101
H -4.20 -2.66 3.26 0.076
C -2.06 4.41 1.49 -0.069
C -2.48 5.75 1.07 -0.531
C -1.77 6.84 1.88 -0.065
O -2.26 5.92 -0.32 -0.054
H -1.01 4.29 1.56 0.077
H -2.51 3.65 0.92 0.058
H -2.42 4.24 2.52 0.099
H -3.60 5.83 1.21 0.145
H -0.70 6.73 1.61 0.090
H -1.83 6.75 2.98 0.080
H -2.03 7.88 1.63 0.077
H -2.50 6.82 -0.58 0.092
C 5.44 1.42 -2.00 -0.034
C 4.95 0.57 -3.19 -0.501
C 3.66 1.07 -3.74 -0.060
O 5.92 0.34 -4.21 -0.044
H 5.54 2.50 -2.20 0.084
H 6.34 0.95 -1.54 0.088
H 4.61 1.24 -1.32 0.062
H 4.78 -0.43 -2.78 0.106
H 3.36 0.42 -4.56 0.072
H 3.80 2.03 -4.26 0.092
H 2.79 1.14 -3.08 0.055
H 6.34 1.16 -4.45 0.079
C 3.57 -0.22 3.82 -0.060
C 3.28 -0.55 2.37 -0.507
C 1.94 -1.27 2.23 -0.063
O 3.15 0.67 1.68 -0.045
H 3.62 -1.15 4.44 0.091
H 2.63 0.25 4.19 0.085
H 4.39 0.52 3.89 0.086
H 4.02 -1.16 1.92 0.119
H 2.07 -2.23 2.73 0.076
H 1.73 -1.48 1.21 0.047
H 1.10 -0.81 2.74 0.084
H 2.78 0.37 0.86 0.017
C -0.66 -0.15 -0.84 -0.041
C 0.57 0.54 -1.40 -0.470
C 0.63 2.04 -1.17 -0.033
O 1.76 0.00 -0.81 -0.095
H -0.68 -1.20 -1.19 0.079
H -1.61 0.31 -1.09 0.067
H -0.63 -0.31 0.23 0.067
H 0.64 0.40 -2.52 0.139
H 0.77 2.26 -0.14 0.076
H -0.25 2.52 -1.49 0.062
H 1.43 2.44 -1.75 0.067
H 1.96 -0.82 -1.28 0.031
C -7.14 0.11 1.38 -0.070
C -5.99 -0.14 0.40 -0.459
C -5.17 1.17 0.35 -0.057
O -5.12 -1.19 0.89 -0.074
H -7.57 -0.77 1.78 0.056
H -7.89 0.74 0.89 0.083
H -6.83 0.70 2.29 0.095
H -6.34 -0.39 -0.61 0.138
H -4.35 1.11 -0.37 0.071
H -4.74 1.38 1.35 0.090
H -5.89 1.87 -0.01 0.067
H -5.52 -2.00 0.55 0.078
```

***

Question: max |F| of number 5 (C37H65BrN5ORhSbSi4)?
Answer: 1.002 eV/A